The following is a quantum chemistry calculation of the molecule C7H12P2 at a distorted geometry, from the OMol25 dataset.

As for the charge: 0. The expectation value of S² is 2.0055. Its energy relative to the best compared isomer or geometry (same formula, charge and spin) is 0.00 kcal/mol. The molar mass is 158.12 g/mol. The value obtained for the LUMO energy (alpha / beta) is 0.93 / -2.34 eV. Its HOMO energy (alpha / beta) is -6.3 / -8.6 eV. The value obtained for the total energy is -956.38889 Ha. Its spin multiplicity is 3.

Geometry as XYZ:
```
21
Properties=species:S:1:pos:R:3:forces:R:3:mulliken_charge:R:1
P -0.322447 2.141562 -0.188600 -2.73 -2.74 -1.25 -0.0683
P 1.146224 3.428388 0.303990 3.26 1.78 1.39 -0.1134
C -2.733047 -0.429974 0.077314 0.20 -0.21 2.72 -1.0539
C -1.700331 -1.224182 0.968265 -0.24 1.28 1.27 -0.6551
C 1.936137 -0.585547 -1.652081 -4.55 1.42 0.66 -1.0000
C -0.363270 -0.655380 0.867826 -0.30 2.37 0.03 0.0939
C 0.808048 -0.385513 0.460388 -0.12 -0.36 0.95 0.1450
C 0.116424 0.904165 1.033484 -0.92 -2.81 -3.52 -0.7234
C 2.039654 -0.882994 -0.165884 -0.43 0.68 -0.58 -0.3923
H 0.750333 4.386252 -0.585277 -0.38 1.09 -0.59 0.0151
H 2.670148 -1.029184 -2.204785 2.30 -0.58 -1.55 0.4250
H -3.514910 -1.198043 0.001103 -0.43 0.95 -0.37 0.3535
H 0.954420 -1.086925 -1.987141 1.32 0.84 0.15 0.2210
H 1.757344 0.560453 -1.779098 0.69 -2.10 -0.16 0.1994
H -2.249289 -0.246903 -0.859149 -0.13 0.37 -0.66 0.3417
H -1.698284 -2.280281 0.839359 -0.03 -0.91 -0.74 0.4289
H 2.784443 -0.234490 0.191684 1.59 0.37 0.80 0.2976
H -3.045715 0.558297 0.643148 0.47 -2.11 -1.45 0.2351
H 0.353824 1.308254 1.929543 0.95 0.53 3.14 0.6312
H 2.251650 -1.925843 0.066163 -0.12 0.06 0.05 0.3150
H -1.941356 -1.122112 2.039745 -0.40 0.09 -0.28 0.3041
```
Forces are in eV/Å.